Record 1
The following is a DFT calculation (ωB97M-V/def2-TZVPD) of a structure of composition C55H58BClF12N3O4ScTe in a non-equilibrium geometry.

Computed properties:
* charge: -2
* orbital gap: 0.1945 hartree
* electronic energy: -5308.38733 Eh
* energy above the lowest of the compared OMol25 structures with the same formula, charge and spin: 67.6 kJ/mol
* HOMO level: -0.052 Eh

Last column: Löwdin charge in e.
Cartesian coordinates (Å):
Te 0.15898 -0.05667 -3.44817  1.38
Sc -0.24018 -0.15111 -0.05417  1.01
Cl -1.27932 3.95414 6.36729  0.58
F 0.61365 -4.33998 -0.32416  0.15
F -0.88218 3.98110 -0.39769  0.15
F 4.22297 -2.59849 -1.35730  0.13
F 0.88380 5.16623 -0.13245  0.12
F 0.33092 3.72370 1.36558  0.16
F 2.88790 -2.43326 -3.04414  0.12
F 2.23810 2.24122 -2.73021  0.11
F 3.32536 -0.70407 -1.85416  0.16
F 0.34988 3.27759 -2.85745  0.12
F 2.13121 4.34613 -2.30031  0.13
F 0.85290 -3.87970 -2.40526  0.13
F 2.50499 -4.70229 -1.30820  0.13
O 0.35808 1.69283 -0.72401  -0.26
O -1.87490 1.37933 0.63622  -0.05
O 0.05109 0.15985 2.10276  -0.10
O 0.76650 -1.62593 -1.07767  -0.33
N -3.94974 -1.19357 -0.49136  0.02
N -2.95850 -2.74285 0.85626  0.01
N 2.15779 0.12348 0.45500  0.03
C 2.97353 -0.92290 2.50627  -0.05
C -3.88613 -3.34969 -2.90453  -0.06
C 2.36316 -2.28500 0.62297  -0.05
C -0.77720 -5.81049 2.79886  -0.08
C -1.91648 -2.27924 3.54032  -0.35
C 0.38615 3.91883 0.04027  -0.52
C 3.08217 -2.00252 -1.77967  -0.54
C -3.29145 -2.40252 4.21015  -0.05
C -0.86713 2.86616 5.05292  -0.68
C 2.52695 2.52150 0.05998  -0.05
C -1.42084 -6.06166 1.60468  -0.06
C -2.15107 -5.07210 0.95458  -0.13
C -4.24500 -0.30464 -1.59115  -0.10
C 0.60074 1.17696 4.16244  0.00
C -6.45169 1.10502 0.16883  -0.06
C 3.34449 -4.56456 3.52173  -0.07
C 4.67902 3.51450 0.70726  -0.30
C 2.52163 -0.99308 1.17260  -0.25
C -0.91233 -4.56670 3.38523  -0.04
C 5.54559 4.73815 0.86179  -0.08
C 3.38844 3.60630 0.20632  -0.01
C 3.08879 -3.31876 2.71320  -0.29
C 1.18089 2.74928 -0.65113  -0.34
C 1.47077 -3.83130 -1.21817  -0.54
C 1.87780 -2.37178 -0.83753  -0.33
C -0.21133 1.03022 2.99115  -0.34
C -2.19022 -3.77499 1.49904  -0.10
C -0.89728 -1.86692 -3.81187  -0.44
C -4.68735 -2.15922 -3.39758  -0.35
C 3.24419 -2.04512 3.25541  -0.06
C -2.00049 -5.63884 -1.49469  -0.06
C -2.02547 2.03873 1.65502  -0.20
C 2.94126 1.22448 0.49849  -0.20
C -1.30205 1.93037 2.88681  -0.14
C -0.86536 -1.98235 4.59982  -0.07
C -4.34538 -2.90176 0.89253  -0.13
C -3.73110 -6.75707 -0.05955  -0.07
C -0.56910 0.78365 -5.29207  -0.45
C -1.62764 -3.54618 2.76560  -0.11
C -4.16772 0.17100 -3.95432  -0.07
C -6.18439 -2.37208 -3.12058  -0.06
C -4.15692 1.52886 -3.70422  -0.08
C -4.39876 1.96205 -2.41635  -0.03
C 4.30366 1.14274 0.90943  -0.03
C -4.95658 3.06808 0.14004  -0.10
C 0.27299 2.05328 5.15975  -0.11
C -4.99018 1.54550 -0.01157  -0.35
C 2.65708 -3.40658 1.39901  0.01
C -2.91908 -5.47678 -0.28591  -0.37
C 5.12873 2.23777 1.02313  -0.07
C -1.62784 2.82149 3.92017  -0.07
C -4.27717 -0.76686 -2.92825  -0.12
C -4.92643 -1.99628 0.09390  -0.13
C -4.48603 1.06181 -1.35845  -0.12
C 1.48094 3.17251 -2.13458  -0.55
B -2.56914 -1.57962 0.00282  -0.22
H -1.07142 -2.30103 -2.83048  -0.03
H 0.13883 -1.96716 4.17452  0.08
H -5.98006 -1.87323 -0.08562  0.09
H -2.47604 3.48629 3.79840  0.11
H 3.84146 -4.32405 4.46361  0.06
H -6.35795 -2.57873 -2.06823  0.06
H -6.76808 -1.49380 -3.40424  0.08
H 2.56582 -4.39757 0.97830  0.11
H 3.56773 -1.93709 4.28765  0.10
H 6.15477 2.09584 1.35430  0.10
H -1.64567 0.94268 -5.24931  -0.03
H -3.63670 -4.69385 -0.50053  0.09
H -4.27996 -6.72008 0.88355  0.08
H -1.22221 -6.37778 -1.28677  0.08
H -4.50485 3.02115 -2.23382  0.10
H 1.47830 0.55381 4.24668  0.10
H -2.90857 -3.39836 -3.37842  0.06
H -0.32717 -2.55849 -4.42906  0.01
H 3.10190 0.06111 2.93583  0.11
H 5.70730 5.24729 -0.09306  0.07
H -4.81520 -3.67024 1.48791  0.12
H -3.30440 -3.26096 4.88884  0.08
H 3.04929 4.58554 -0.10177  0.11
H -1.51122 -4.69810 -1.74005  0.06
H -0.32202 0.10155 -6.10404  -0.01
H -2.56808 -5.97245 -2.36672  0.07
H -0.20398 -6.58873 3.28950  0.09
H 2.41007 -5.08099 3.75886  0.06
H -4.39983 1.07950 0.76740  0.12
H 5.09801 5.46640 1.54427  0.07
H -0.89869 -2.71587 5.41129  0.07
H -4.02198 2.23998 -4.50997  0.10
H -4.45224 -6.88422 -0.87124  0.07
H -0.45341 -4.38508 4.34710  0.10
H -3.73590 -3.28798 -1.83315  0.05
H -1.06504 -1.01034 5.04317  0.07
H -1.84478 -1.61394 -4.28416  -0.01
H -4.11593 -0.18760 -4.97687  0.11
H -6.54871 -3.23036 -3.69212  0.07
H -5.13884 3.34438 1.17947  0.08
H -3.09426 -7.64473 -0.04548  0.07
H -4.59583 -2.12508 -4.48818  0.12
H -3.51357 -1.50190 4.78829  0.08
H -6.55592 0.02344 0.16855  0.05
H 4.70372 0.16360 1.13526  0.10
H -4.42032 -4.27722 -3.13058  0.08
H -5.74642 3.52815 -0.46075  0.08
H -2.76779 2.85035 1.65247  0.11
H -0.06940 1.73725 -5.45686  -0.02
H 6.52511 4.46940 1.26289  0.06
H -6.84826 1.48368 1.11465  0.08
H 0.89608 2.13283 6.04209  0.10
H -7.06250 1.50654 -0.64529  0.08
H -1.36287 -7.04974 1.16334  0.10
H -1.96055 -1.44547 2.83824  0.12
H 3.97702 -5.27074 2.97807  0.07
H -4.00485 3.49858 -0.17268  0.07
H -4.08211 -2.53665 3.47184  0.06



Record 2
The following is a DFT calculation (ωB97M-V/def2-TZVPD) of a structure of composition C3H10N2O in a non-equilibrium geometry.

Computed properties:
* orbital gap: 0.3686 hartree
* electronic energy: -304.74850 Eh
* energy above the lowest of the compared OMol25 structures with the same formula, charge and spin: 856.3 kJ/mol
* HOMO level: -0.347 Eh

Last column: Löwdin charge in e.
Cartesian coordinates (Å):
O -0.07093 1.33061 -0.26337  -0.05
N -2.35199 0.05559 0.21311  -0.12
N 2.54834 0.07883 0.20831  0.12
C -1.22817 -0.72765 -0.28728  -0.29
C -0.00555 0.11691 0.22444  -0.50
C 1.33041 -0.62214 -0.35174  -0.11
H 1.23106 -0.30403 -1.25198  0.05
H 2.74343 -0.31368 1.03568  0.03
H 1.14940 -1.53490 -0.24854  0.03
H -3.35947 -0.08335 -0.19748  0.10
H -2.50059 -0.60285 1.33852  0.20
H 0.06235 -0.13070 1.48940  0.19
H -1.51318 -0.72022 -1.26760  0.07
H -1.38532 -1.83933 0.37414  0.17
H 3.30835 -0.23477 0.21132  -0.09
H -1.12315 1.57525 0.16108  0.21



Record 3
The following is a DFT calculation (ωB97M-V/def2-TZVPD) of a structure of composition C26H42N5O3PbSbSe2.

Computed properties:
* orbital gap: 0.2599 hartree
* electronic energy: -6751.40175 Eh
* energy above the lowest of the compared OMol25 structures with the same formula, charge and spin: 70.2 kJ/mol
* HOMO level: -0.287 Eh

Last column: Löwdin charge in e.
Cartesian coordinates (Å):
Pb 0.35382 -0.20774 -2.53353  1.17
Sb -0.10842 0.17803 2.10328  1.60
Se 2.03275 -1.19731 -4.42279  0.53
Se -3.96637 1.19554 -2.26022  0.64
O -2.15918 -1.86040 -2.07039  -0.17
O 1.75313 1.10246 -0.84614  -0.16
O 0.69357 2.22466 -2.43682  -0.18
N -1.99983 2.60974 -0.60507  0.15
N 4.17297 -3.76152 -1.08620  0.05
N -3.46086 2.04705 -9.04927  0.18
N -0.87313 0.61970 -4.60053  -0.07
N 0.15140 4.21011 -0.68214  0.00
C 1.05121 -1.69797 2.13073  -0.71
C 1.22916 -2.36303 3.49183  -0.11
C 1.29646 2.15458 -1.32141  -0.74
C -2.75436 -0.96721 1.22867  -0.15
C -2.20502 1.35259 -6.89416  -0.21
C -1.65006 -0.25515 -5.23784  -0.13
C 2.65634 -3.59716 -2.93936  -0.12
C -2.75915 2.05116 -1.29854  -0.82
C 3.30672 -4.30350 -1.93977  -0.16
C 0.04742 2.64039 3.82484  -0.15
C 0.53069 1.19350 3.95245  -0.72
C 4.41275 -2.46083 -1.22840  -0.17
C -2.17605 -0.45375 2.54885  -0.72
C 1.39035 3.43615 -0.51264  -0.14
C -0.74265 1.85420 -5.08461  -0.10
C 0.36501 -2.68067 1.18099  -0.13
C 2.91428 -2.23680 -3.07910  -0.72
C -2.34033 0.06488 -6.39081  0.01
C -1.39210 2.26475 -6.23535  0.02
C 2.05925 1.21760 3.96015  -0.14
C 2.42632 -1.37052 1.54486  -0.14
C 0.01955 0.60804 5.26494  -0.11
C -2.90461 1.73906 -8.09441  -0.16
C -2.38343 -1.50718 3.62969  -0.11
C -2.93704 0.81938 2.91982  -0.14
C 3.81732 -1.66110 -2.19175  -0.13
H 1.51728 3.17518 0.53657  0.10
H -4.01065 0.60371 2.96697  0.09
H 2.48214 0.24649 4.21396  0.06
H -1.81857 -2.41891 3.43269  0.06
H 1.77814 -3.30364 3.36399  0.09
H -0.55343 -3.08955 1.60625  0.06
H -0.10722 2.52043 -4.51858  0.10
H -1.27092 3.27153 -6.60731  0.13
H 0.28164 -2.60031 3.97581  0.06
H -2.79298 1.61513 2.18499  0.06
H -2.64142 1.19742 3.89890  0.06
H -3.83276 -1.12823 1.33925  0.09
H 0.54298 1.08051 6.10460  0.09
H 2.35233 -0.90389 0.56155  0.05
H 3.11567 -5.36389 -1.81532  0.10
H 0.40268 3.22403 4.68211  0.09
H -2.61409 -0.24205 0.42177  0.04
H -3.44324 -1.78673 3.66835  0.09
H -2.86538 -1.19733 -2.12043  -0.06
H -2.10573 -1.14505 4.61873  0.06
H -2.96534 -0.66534 -6.88267  0.13
H 0.43615 3.11498 2.92009  0.05
H -1.14087 3.26793 -0.56886  0.05
H 0.16076 5.02812 -0.08356  0.10
H 1.03801 -3.52192 0.98191  0.09
H 1.95727 -4.09534 -3.59684  0.09
H 0.12542 -2.22314 0.21514  0.05
H -2.17476 -2.14508 -1.15023  0.01
H -1.72116 -1.24452 -4.80233  0.11
H 0.17521 -0.46699 5.34227  0.06
H 0.08576 4.52500 -1.64511  0.10
H 5.11577 -2.02600 -0.52643  0.11
H -2.31123 -1.91857 0.92828  0.05
H 1.81128 -1.74397 4.17403  0.06
H 4.04980 -0.60623 -2.24778  0.10
H 2.27508 3.98778 -0.84681  0.13
H -1.03860 2.72091 3.79889  0.06
H 2.40552 1.93091 4.71677  0.08
H 2.99290 -2.30189 1.43669  0.08
H 2.47797 1.52624 2.99873  0.07
H -1.04511 0.80531 5.40017  0.06
H 3.00578 -0.70480 2.18292  0.06